Entry 1:
ORCA calculation (ωB97M-V/def2-TZVPD) on a molecular structure, C16H17FeN4O4S3.

The geometry in XYZ format:
```
45
Properties=species:S:1:pos:R:3
Fe 0.45496 -0.60304 -0.24176
C 1.24307 -0.13301 3.93587
C 0.55924 -1.21065 4.48331
C -0.18002 -2.04017 3.66079
C -0.20973 -1.78222 2.29809
N 0.45077 -0.73979 1.78390
C 1.15581 0.07099 2.57360
C -0.91277 -2.55761 1.28056
C -1.71373 -3.66898 1.52711
C -2.30137 -4.34552 0.47074
C -2.09250 -3.91906 -0.83559
C -1.30212 -2.80115 -1.09172
C -0.72695 -2.13150 -0.02594
H 1.82836 0.53775 4.54766
H 0.59767 -1.39946 5.54838
H -0.72621 -2.87629 4.07293
H 1.65218 0.89852 2.08354
H -1.87490 -4.01499 2.54139
H -2.91809 -5.21296 0.66631
H -2.54112 -4.45733 -1.66124
H -1.14628 -2.47346 -2.10942
O 4.08372 -1.58579 0.41681
N 2.94361 -1.31594 0.13854
O 1.99331 -2.13950 0.22091
O 2.59907 -0.15821 -0.26665
S 0.45064 -0.49469 -2.62120
C 1.26962 1.02942 -2.70018
N 0.69544 2.21399 -2.81932
C 1.65750 3.31086 -2.69545
C 3.00915 2.56344 -2.70655
N 2.59182 1.16119 -2.74407
H -0.29416 2.34290 -2.67703
H 1.48614 3.84551 -1.76396
H 1.55484 4.00850 -3.52387
H 3.59593 2.76401 -1.81167
H 3.61065 2.80074 -3.58246
H 3.17383 0.41608 -2.39820
C -4.02777 3.32215 -0.59211
O -3.08194 2.31881 -0.20007
C -1.78794 2.56434 -0.36634
S -1.18760 3.99849 -0.93264
S -0.83015 1.22277 0.16623
H -4.99751 2.83936 -0.51762
H -3.83379 3.65359 -1.60981
H -3.97065 4.17792 0.07822
```

Results
orbital gap (spin up / spin down) = 7.122 / 7.898 eV
energy above the lowest of the compared OMol25 structures with the same formula, charge and spin = 22.9 kcal per mole
2S+1 = 2
⟨S²⟩ = 1.02
calculated total energy = -3598.040138 a.u.
largest force on an atom = 0.024 Eh/bohr



Entry 2:
ORCA calculation (ωB97M-V/def2-TZVPD) on 2 unconnected molecules or ions with the total composition C3H6N2O.

The geometry in XYZ format:
```
12
Properties=species:S:1:pos:R:3
N -0.40326 2.05444 1.24066
C 0.36204 1.08501 1.22573
C 1.17555 0.05146 1.23664
O 0.75852 -1.26534 1.20088
H -0.62249 2.36846 0.28938
H 2.25072 0.19057 1.24775
H 0.06451 -1.33835 0.53309
C -0.48163 -0.90785 -1.54215
N -0.75547 0.29741 -1.24939
H 0.49679 -1.14220 -1.96721
H -1.15732 -1.75876 -1.38136
H -1.68796 0.36514 -0.83404
```

Results
orbital gap = 9.205 eV
energy above the lowest of the compared OMol25 structures with the same formula, charge and spin = 85.7 kcal per mole
calculated total energy = -302.556545 a.u.
largest force on an atom = 0.014 Eh/bohr
structure (SMILES) = N=C=CO.C=N



Entry 3:
ORCA calculation (ωB97M-V/def2-TZVPD) on a molecular structure, C5H9N.

The geometry in XYZ format:
```
15
Properties=species:S:1:pos:R:3
C 1.66680 0.55558 1.15467
C 0.18825 0.32915 0.87927
C -0.29346 0.08575 -0.55043
C -1.18427 1.04604 -1.06517
C -0.82532 -1.73540 -0.97977
N 0.39352 -1.09048 -0.98792
H 2.15512 -0.06891 1.84194
H 2.23736 0.25833 0.27369
H 1.89562 1.54991 1.37252
H -0.31883 1.16951 1.35030
H -0.09092 -0.63978 1.33249
H -1.23765 2.04082 -0.63073
H -2.00574 0.76215 -1.74269
H -1.09631 -2.66011 -0.38105
H -1.48416 -1.60256 -1.86713
```

Results
orbital gap (spin up / spin down) = 8.770 / 7.697 eV
energy above the lowest of the compared OMol25 structures with the same formula, charge and spin = 108.5 kcal per mole
2S+1 = 2
⟨S²⟩ = 0.87
net charge = +1
calculated total energy = -250.195671 a.u.
largest force on an atom = 0.062 Eh/bohr



Entry 4:
ORCA calculation (ωB97M-V/def2-TZVPD) on 2 unconnected molecules or ions with the total composition C17H26N2O4S.

The geometry in XYZ format:
```
50
Properties=species:S:1:pos:R:3
C -2.93755 -1.57247 0.18543
C -1.58356 -1.22217 -0.37058
C -0.42782 -1.73735 0.17774
C 0.92551 -1.49731 -0.34710
C 1.10427 -0.59694 -1.55265
C 1.96307 -2.14657 0.31104
C 3.45007 -2.13172 0.00371
C 3.74741 -2.82983 -1.33080
S 4.11983 -0.41261 0.00009
C 5.24638 -0.79643 1.28466
O 6.05879 0.01154 1.71289
C 5.14826 -2.15375 1.77990
C 6.02510 -2.66111 2.90362
C 4.19279 -2.86624 1.10668
O 3.94151 -4.17192 1.42542
H -3.59699 -1.90383 -0.62244
H -2.86495 -2.37942 0.92138
H -3.39142 -0.70559 0.67164
H -1.53964 -0.58367 -1.24787
H -0.53013 -2.38222 1.04659
H 0.69890 0.39650 -1.33862
H 2.14723 -0.46889 -1.83754
H 0.57249 -1.01478 -2.41250
H 1.68083 -2.76619 1.15714
H 3.37361 -3.85842 -1.31474
H 4.82685 -2.85661 -1.50935
H 3.27954 -2.31078 -2.16913
H 5.86274 -2.06060 3.80496
H 5.81713 -3.70635 3.14639
H 7.07949 -2.57763 2.61983
H 4.55144 -4.44809 2.12850
C -4.01396 5.54720 -2.27539
N -3.98376 4.23844 -1.62731
C -3.72003 3.08688 -2.25411
O -3.47324 3.03927 -3.45443
C -3.69523 1.78976 -1.43162
N -3.15591 1.90156 -0.06585
C -3.77351 2.48154 0.96273
C -3.08456 2.39246 2.30326
O -4.83824 3.07423 0.85626
H -4.11981 6.33449 -1.52795
H -3.08973 5.70226 -2.83526
H -4.85482 5.59277 -2.96981
H -4.25767 4.17545 -0.65281
H -3.11356 1.05552 -1.98744
H -4.72183 1.42773 -1.36950
H -2.27239 1.45327 0.11980
H -3.01291 1.34890 2.60334
H -2.08974 2.82794 2.23240
H -3.67029 2.94179 3.03941
```

Results
orbital gap = 8.956 eV
energy above the lowest of the compared OMol25 structures with the same formula, charge and spin = 12.2 kcal per mole
calculated total energy = -1472.043916 a.u.
largest force on an atom = 0.052 Eh/bohr
structure (SMILES) = C/C=C/C(C)=C/[C@@]1(C)SC(=O)C(C)=C1O.CNC(=O)CNC(C)=O



Entry 5:
ORCA calculation (ωB97M-V/def2-TZVPD) on 2 unconnected molecules or ions with the total composition C4H5ClF3N2.

The geometry in XYZ format:
```
15
Properties=species:S:1:pos:R:3
C -0.18837 0.37642 -1.29145
C -1.06623 -0.68761 0.41040
C -1.00163 0.58589 0.78745
C -1.60310 1.21335 2.00189
N -0.58080 -0.86093 -0.84881
N -0.32694 1.24450 -0.21916
F -2.89069 1.55217 1.63450
F -1.72235 0.36233 2.99620
F -1.03565 2.33209 2.41801
Cl 1.84559 -0.92368 1.62925
H 0.15079 0.59046 -2.25681
H 2.84198 -1.65756 2.08061
H -1.60323 -1.47734 0.98642
H -0.51925 -1.66343 -1.54417
H -0.12644 2.23621 -0.27144
```

Results
orbital gap = 10.768 eV
energy above the lowest of the compared OMol25 structures with the same formula, charge and spin = 3.5 kcal per mole
net charge = +1
calculated total energy = -1024.484491 a.u.
largest force on an atom = 0.079 Eh/bohr